Entry 1:
{
  "formula": "C10H16",
  "method": "ωB97M-V/def2-TZVPD",
  "symbols": ["C", "C", "C", "C", "C", "C", "C", "H", "H", "H", "H", "H", "H", "H", "H", "C", "C", "C", "H", "H", "H", "H", "H", "H", "H", "H"],
  "xyz": [[-0.3753, -2.5466, -0.1874], [-0.6072, -1.2656, 0.5692], [0.1734, -1.2304, 1.7767], [0.2142, -0.0625, 2.5779], [-0.6572, 0.9579, 2.3003], [-1.6049, 0.8989, 1.2199], [-1.5492, -0.2817, 0.4535], [-0.0376, -2.3235, -1.2010], [-1.1488, -3.2540, -0.2661], [0.4155, -3.1464, 0.4254], [0.8425, -1.9740, 2.0392], [0.7206, 0.1335, 3.3723], [-0.5942, 1.8453, 2.8453], [-2.4119, 1.4333, 0.9201], [-2.3542, -0.3886, -0.3693], [0.6201, 1.5295, -3.3851], [0.9018, 0.5736, -2.2276], [2.0234, 1.1665, -1.3200], [1.1617, 2.4737, -3.1001], [1.0004, 1.0964, -4.3054], [-0.4822, 1.6360, -3.4502], [1.0326, -0.4103, -2.7781], [0.0735, 0.4490, -1.4894], [3.0407, 0.9390, -1.8246], [2.0218, 0.7667, -0.3091], [1.8853, 2.2854, -1.1731]],
  "forces_ev_per_angstrom": [[2.1, -0.2, 0.6], [1.5, -1.7, 3.6], [-0.8, 3.4, -0.7], [-4.1, -1.7, -5.4], [-2.1, 0.6, -2.7], [3.5, -4.3, 1.3], [-2.1, 0.8, -2.3], [0.3, -0.2, 0.0], [-1.6, -0.5, -0.1], [-1.0, 1.1, -1.6], [1.1, -1.7, 0.2], [3.8, 0.2, 4.8], [0.0, 1.3, 1.1], [-1.9, 2.6, 0.0], [1.4, 0.2, 1.2], [-0.5, 0.6, 1.0], [-0.2, -0.4, 0.8], [1.4, -0.3, -1.3], [-1.0, -0.5, -1.0], [0.1, 0.4, -0.2], [0.7, 0.5, -0.3], [0.5, 0.7, 1.5], [0.1, 0.1, -1.1], [-1.4, 0.7, 1.1], [0.1, -0.4, 0.0], [0.2, -1.3, -0.5]],
  "lowdin_charge": [-0.050, -0.281, -0.016, -0.067, -0.074, -0.038, -0.097, 0.067, 0.051, 0.107, 0.073, 0.040, 0.077, 0.060, 0.141, -0.135, -0.332, -0.127, 0.072, 0.059, 0.074, 0.109, 0.070, 0.094, 0.041, 0.081],
  "de_lowest_ev": 2.340,
  "smiles": "Cc1ccccc1.CCC",
  "e_homo_ev": -9.0,
  "orbital_gap_ha": 0.3678,
  "e_lumo_ev": 1.0
}

=====

Entry 2:
{
  "formula": "C10H16",
  "method": "ωB97M-V/def2-TZVPD",
  "symbols": ["C", "C", "C", "C", "C", "C", "C", "H", "H", "H", "H", "H", "H", "H", "H", "C", "C", "C", "H", "H", "H", "H", "H", "H", "H", "H"],
  "xyz": [[0.0121, -0.4747, -2.8444], [-0.8916, -0.6116, -1.6207], [-2.2434, -0.8048, -1.5986], [-2.9353, -1.0369, -0.3656], [-2.2491, -1.1004, 0.8139], [-0.8799, -0.6980, 0.8669], [-0.2111, -0.5005, -0.3219], [0.5957, -1.3948, -3.0360], [0.8329, 0.2178, -2.6580], [-0.6516, -0.2192, -3.6689], [-2.8806, -0.8281, -2.4341], [-3.9280, -1.0514, -0.3999], [-2.8167, -1.0566, 1.7488], [-0.2321, -0.6147, 1.7591], [0.8855, -0.1926, -0.1648], [2.8016, 1.2895, 0.2337], [1.9631, 1.0789, 1.5260], [2.6642, 1.8084, 2.7771], [3.3937, 2.0964, 0.5574], [2.2999, 1.6476, -0.6516], [3.3707, 0.4004, -0.0891], [0.9444, 1.3855, 1.1886], [1.7416, 0.0485, 1.8139], [3.6191, 1.4800, 2.8082], [2.5593, 2.8440, 2.7049], [2.0841, 1.5373, 3.7229]],
  "forces_ev_per_angstrom": [[-0.5, -0.6, 0.6], [2.7, 0.4, 1.8], [-0.3, -0.6, 1.9], [4.7, 0.5, -1.0], [0.4, 1.8, 1.4], [0.1, -1.0, -0.8], [0.4, 0.2, -0.6], [-0.8, 0.0, -0.1], [-0.5, 0.6, -0.1], [0.6, 0.1, -0.4], [-0.3, 0.1, -1.4], [-4.0, -0.4, 0.0], [0.2, -0.6, -0.2], [-1.1, -0.1, -0.2], [-1.8, -0.7, -1.1], [-0.1, -1.3, 0.6], [-0.7, 0.5, -0.1], [-5.5, -1.8, -0.3], [1.6, 0.9, -0.3], [-0.8, 0.0, -0.1], [0.1, 0.5, 0.4], [0.5, 0.6, 1.2], [0.7, -0.2, -0.2], [3.1, -0.9, 0.3], [0.2, 1.8, -0.3], [1.0, 0.1, -1.1]],
  "lowdin_charge": [-0.051, -0.245, -0.046, -0.079, -0.089, -0.094, -0.049, 0.086, 0.063, 0.073, 0.091, 0.054, 0.101, 0.093, 0.091, -0.125, -0.295, -0.077, 0.040, 0.056, 0.082, 0.089, 0.071, 0.024, 0.041, 0.093],
  "de_lowest_ev": 1.880,
  "smiles": "Cc1ccccc1.CCC",
  "e_homo_ev": -9.0,
  "orbital_gap_ha": 0.3662,
  "e_lumo_ev": 1.0
}

=====

Entry 3:
{
  "formula": "C10H16AgBF6NO6P",
  "method": "ωB97M-V/def2-TZVPD",
  "symbols": ["C", "C", "C", "O", "P", "B", "O", "N", "C", "C", "C", "O", "C", "F", "F", "C", "F", "F", "C", "F", "F", "C", "O", "O", "O", "H", "H", "H", "H", "H", "H", "H", "H", "H", "H", "H", "H", "H", "H", "H", "H", "Ag"],
  "xyz": [[-1.8451, 2.6632, 2.4151], [-2.1595, 1.2468, 1.9886], [-1.1658, 0.2758, 2.6395], [-1.0934, -0.8663, 1.7939], [-1.1436, -0.3402, 0.1838], [-1.5955, 0.0653, -1.8249], [-2.1018, -0.9312, -2.5848], [-1.4542, 1.3814, -2.3015], [-1.8664, 1.4959, -3.7158], [-0.1507, 2.0449, -2.0647], [-0.1960, -1.9877, -0.1944], [-0.7166, -3.0479, 0.1106], [1.1877, -2.0906, -0.9008], [1.2099, -3.2818, -1.5555], [1.3097, -1.1094, -1.8058], [2.4556, -2.1203, 0.0046], [2.4186, -3.2828, 0.7131], [3.5134, -2.1583, -0.8223], [2.6768, -0.9429, 0.9748], [2.4263, 0.1973, 0.3141], [1.7971, -1.0602, 1.9969], [4.1167, -0.9671, 1.5505], [4.5532, -1.9722, 2.0003], [4.7745, 0.1962, 1.4246], [-2.0406, 1.0327, 0.6164], [-0.8967, 2.9765, 1.9885], [-1.7711, 2.6881, 3.4959], [-2.6074, 3.3518, 2.0794], [-3.1539, 1.0160, 2.3739], [-1.4787, -0.0265, 3.6262], [-0.1838, 0.7494, 2.6389], [0.0442, 0.4393, 0.1679], [-2.4220, -1.0697, 0.0029], [-2.0440, -1.8190, -2.2199], [-2.9100, 1.2429, -3.8198], [-1.7447, 2.5297, -4.0112], [-1.2549, 0.8858, -4.3705], [0.5228, 1.4538, -1.4605], [0.3450, 2.2133, -3.0104], [-0.2968, 2.9984, -1.5743], [4.6652, 0.7548, 2.2063], [0.2764, -4.8254, 0.9303]],
  "forces_ev_per_angstrom": [[0.1, -0.1, -0.4], [0.2, 0.1, 1.4], [0.0, 0.2, -0.7], [0.3, 0.0, -0.3], [-1.1, 0.4, 2.1], [-0.4, 0.8, -1.0], [0.3, -0.3, 0.3], [1.1, -1.2, -0.2], [-0.1, 0.6, 0.3], [-0.6, 0.4, 0.3], [0.1, 0.1, -0.2], [-0.1, 0.0, 0.1], [0.1, -0.2, 0.3], [0.1, 0.0, -0.1], [-0.1, 0.1, 0.0], [0.2, 0.2, -0.4], [-0.1, 0.0, 0.1], [-0.1, -0.1, 0.1], [0.0, -0.3, -0.1], [-0.1, 0.1, 0.0], [-0.1, 0.1, 0.0], [0.1, 0.0, 0.0], [0.0, -0.1, 0.1], [-0.1, 0.1, 0.1], [0.2, -0.3, -0.7], [0.2, 0.1, 0.0], [-0.1, 0.2, 0.3], [-0.2, 0.2, 0.0], [-0.3, -0.2, -0.4], [0.1, -0.1, 0.3], [0.2, 0.1, 0.4], [0.2, -0.3, -0.4], [0.3, 0.0, -0.6], [-0.4, -0.1, 0.0], [-0.2, -0.2, -0.1], [0.0, 0.3, -0.1], [0.1, -0.2, -0.1], [0.1, -0.2, 0.2], [0.1, 0.0, -0.3], [0.0, 0.3, 0.1], [0.2, 0.1, 0.0], [0.1, -0.2, 0.0]],
  "lowdin_charge": [-0.029, -0.431, -0.183, -0.280, 0.724, -0.548, 0.178, -0.075, -0.045, -0.044, -0.282, -0.035, -0.402, 0.119, 0.157, -0.349, 0.104, 0.187, -0.363, 0.149, 0.150, -0.409, 0.224, 0.151, -0.251, 0.085, 0.089, 0.085, 0.148, 0.134, 0.116, 0.083, 0.146, 0.106, 0.094, 0.096, 0.097, 0.047, 0.093, 0.094, 0.150, 0.921],
  "total_charge": 1,
  "e_homo_ev": [-12.3, -12.3],
  "orbital_gap_ha": [0.2599, 0.2424],
  "e_lumo_ev": [-5.2, -5.7],
  "multiplicity": 2
}

=====

Entry 4:
{
  "formula": "C10H16AsBBrF5INOPtSTe",
  "method": "ωB97M-V/def2-TZVPD",
  "symbols": ["Pt", "F", "Te", "F", "F", "F", "F", "O", "Br", "C", "C", "C", "C", "C", "C", "I", "H", "H", "H", "H", "B", "C", "N", "H", "H", "H", "C", "As", "C", "C", "S", "H", "H", "H", "H", "H", "H", "H", "H", "H"],
  "xyz": [[1.0911, 0.4434, -1.2536], [1.5742, -1.1121, -0.0888], [-0.9212, -1.2536, 0.5197], [-2.2322, 0.0957, 0.9120], [-0.3225, -2.9791, 0.0755], [-2.4156, -1.9253, -0.4065], [-1.7648, -2.0986, 1.9867], [-0.6563, -0.2967, -1.1779], [-0.5731, 1.6031, 5.4178], [0.0817, -0.0856, 4.8896], [0.0883, -1.1099, 5.8246], [0.5609, -2.3657, 5.4761], [1.0606, -2.5947, 4.2046], [1.0749, -1.5722, 3.2687], [0.5597, -0.3317, 3.6068], [0.5147, 1.1711, 2.1341], [-0.2859, -0.9140, 6.8205], [0.5385, -3.1647, 6.2062], [1.4343, -3.5695, 3.9202], [1.5251, -1.7458, 2.2965], [5.4940, 1.7874, -1.3349], [4.0246, 1.3632, -1.3269], [2.8920, 1.0894, -1.3332], [6.1694, 0.8253, -1.6554], [5.7907, 2.0176, -0.1776], [5.6230, 2.6907, -2.1275], [-1.5751, -0.6020, -3.9419], [-1.7131, 1.0698, -3.0180], [-3.1827, 1.0885, -1.7879], [-2.3180, 2.2804, -4.3967], [0.1601, 2.0839, -2.5713], [-2.4984, -0.7389, -4.5015], [-1.4479, -1.4020, -3.2193], [-0.7274, -0.5549, -4.6170], [-4.0471, 1.4842, -2.3117], [-2.9247, 1.7064, -0.9325], [-3.3539, 0.0745, -1.4307], [-3.2373, 1.9026, -4.8419], [-1.5542, 2.3884, -5.1615], [-2.5066, 3.2516, -3.9454]],
  "forces_ev_per_angstrom": [[-0.6, -0.2, -0.4], [0.1, 0.1, 0.2], [-2.0, -1.0, 0.2], [0.2, 0.5, 0.0], [0.7, -0.3, -0.1], [0.0, 0.1, -0.4], [0.4, -0.1, 0.6], [0.7, 0.4, -0.2], [0.0, 0.0, 0.0], [0.0, -0.1, -0.1], [0.0, 0.0, 0.0], [0.0, 0.0, 0.0], [0.0, 0.0, 0.0], [0.2, -0.1, 0.0], [0.1, 0.4, 0.1], [0.2, -0.1, 0.4], [0.0, 0.0, 0.0], [0.0, 0.0, 0.0], [0.0, 0.0, 0.1], [-0.1, 0.1, 0.0], [0.6, -0.1, 0.0], [-0.3, 0.0, -0.1], [0.4, 0.2, 0.0], [-0.3, 0.0, -0.1], [-0.1, 0.2, -0.1], [-0.1, 0.0, 0.2], [0.0, -0.1, 0.2], [-0.3, 0.6, -0.7], [0.2, -0.2, 0.3], [0.0, 0.0, 0.0], [0.2, -0.2, 0.1], [0.0, 0.0, 0.0], [0.0, 0.0, 0.0], [0.1, 0.0, -0.1], [-0.1, 0.0, 0.0], [0.0, 0.0, 0.0], [0.0, 0.0, 0.0], [0.0, 0.0, 0.0], [0.0, 0.0, 0.0], [0.0, 0.1, 0.0]],
  "lowdin_charge": [1.026, -0.635, 1.739, -0.501, -0.419, -0.406, -0.413, -0.902, 0.737, -0.734, -0.123, -0.063, -0.060, -0.176, -0.693, 1.098, 0.103, 0.111, 0.116, 0.084, -0.381, -0.145, -0.116, 0.028, 0.027, 0.016, -0.212, 0.788, -0.213, -0.276, 0.218, 0.050, 0.034, 0.050, 0.044, 0.046, 0.029, 0.043, 0.036, 0.041],
  "de_lowest_ev": 0.000,
  "e_homo_ev": [-9.5, -9.6],
  "orbital_gap_ha": [0.3271, 0.2071],
  "e_lumo_ev": [-0.6, -3.9],
  "multiplicity": 3
}